Molecular formula: C9H14
Method: DFT, the ωB97M-V functional and the def2-TZVPD basis

Values from the calculation:
HOMO ... -9.16 eV
Gap between HOMO and LUMO ... 10.10 eV
E_tot ... -9557.15180 eV
Multiplicity ... 1
ΔE to the lowest compared entry with this formula, charge and spin ... 69.87 kcal per mole

Each line ends with the natural charge from an NBO analysis.
CARTESIAN COORDINATES (ANGSTROEM)
C1 -2.80294 -0.15779 -0.58894  -0.616
C2 -1.86641 -0.52972 0.52801  -0.413
C3 -0.41969 -0.07483 0.26328  -0.008
C4 0.21065 0.99692 1.07713  -0.413
C5 1.27946 1.03207 -0.01641  -0.228
C6 0.04788 0.76682 -0.95291  -0.395
C7 1.94780 -0.28741 -0.01895  0.002
C8 3.17239 -0.48872 -0.30490  -0.413
C9 0.76713 -1.10294 0.25316  -0.429
H1 -2.30916 -0.38386 -1.52504  0.219
H2 -3.20268 0.82315 -0.30310  0.219
H3 -3.77648 -0.79276 -0.59127  0.208
H4 -1.75647 -1.60523 0.68774  0.205
H5 -2.00052 -0.03392 1.42065  0.206
H6 0.37237 0.64376 2.10424  0.189
H7 -0.28122 1.92475 1.22814  0.213
H8 1.85749 2.03007 -0.15830  0.209
H9 -0.59056 1.66723 -1.05501  0.209
H10 0.31001 0.32653 -1.87452  0.201
H11 3.82778 0.32281 -0.57412  0.204
H12 3.58791 -1.51130 -0.18716  0.194
H13 0.64238 -1.95968 -0.60116  0.214
H14 0.98287 -1.60597 1.18943  0.225